DFT (ωB97M-V with the def2-TZVPD basis set) results for a 6-piece molecular cluster, C45H100BrN5 overall.

Structure (XYZ):
```
151
Properties=species:S:1:pos:R:3:lowdin_charge:R:1
C 7.8960 5.6767 -1.1978 -0.095
C 7.2052 4.5505 -1.9710 -0.212
C 6.5254 3.6112 -0.9192 -0.158
C 7.5078 2.5259 -0.5266 -0.161
N 6.8651 1.2811 0.0403 -0.214
C 5.8567 0.6663 -0.8891 -0.109
C 6.1308 -0.7590 -0.7793 -0.128
C 7.1612 -1.0736 0.3272 -0.153
C 7.9594 0.1435 0.2420 -0.113
C 6.2280 1.7194 1.3640 0.037
H 8.2303 6.4367 -1.9041 0.080
H 8.7248 5.2412 -0.6396 0.059
H 7.1178 6.0677 -0.5424 0.085
H 7.9505 4.0101 -2.5547 0.073
H 6.5360 5.0614 -2.6633 0.127
H 5.5988 3.1305 -1.2328 0.114
H 6.1069 4.0791 -0.0281 0.114
H 8.2789 2.8827 0.1561 0.086
H 8.0769 2.1471 -1.3756 0.118
H 4.8886 1.0131 -0.5278 0.147
H 5.9620 1.0218 -1.9141 0.152
H 5.2441 -1.2679 -0.4014 0.142
H 6.3931 -1.0873 -1.7851 0.146
H 6.8009 -1.3163 1.3269 0.090
H 7.7455 -1.8927 -0.0921 0.139
H 8.6252 0.5093 1.0237 0.057
H 8.5985 0.0506 -0.6361 0.138
H 5.3932 2.4153 1.2810 0.121
H 7.0189 2.2079 1.9332 0.064
H 5.9534 0.8271 1.9265 0.095
C 8.8514 4.5490 -5.5182 -0.102
C 10.0831 4.6743 -4.6544 -0.219
C 10.7473 3.2718 -4.3005 -0.166
C 12.0666 3.3598 -3.5321 -0.066
N 12.4716 1.9396 -2.9356 -0.215
C 11.5360 1.5642 -1.7759 -0.105
C 12.1840 1.9586 -0.4739 -0.189
C 13.4770 2.5590 -0.8995 -0.167
C 13.7924 1.9062 -2.2376 -0.078
C 12.3200 0.8489 -4.0975 0.078
H 8.4930 5.5155 -5.8725 0.093
H 8.0387 4.0261 -5.0140 0.066
H 8.9627 3.9947 -6.4502 0.087
H 9.6697 5.1097 -3.7447 0.081
H 10.8353 5.3562 -5.0510 0.118
H 10.8263 2.5976 -5.1533 0.113
H 10.0211 2.8200 -3.6248 0.083
H 12.0745 4.0088 -2.6564 0.121
H 12.8884 3.7785 -4.1129 0.145
H 11.5125 0.4756 -1.8258 0.133
H 10.5308 1.9785 -1.8539 0.108
H 12.3759 1.0904 0.1565 0.101
H 11.6427 2.6585 0.1628 0.058
H 14.2356 2.3621 -0.1420 0.125
H 13.4852 3.6490 -0.8870 0.109
H 13.9711 0.8348 -2.1468 0.141
H 14.5978 2.2806 -2.8695 0.157
H 12.7660 1.3037 -4.9820 0.116
H 11.2601 0.6651 -4.2734 0.102
H 12.8771 -0.0406 -3.8032 0.109
C 9.2658 7.4616 10.9228 -0.083
C 8.7277 6.0946 11.4723 -0.227
C 9.3758 4.8751 10.8296 -0.167
C 8.8846 4.6060 9.3443 -0.078
N 9.5617 3.4273 8.5685 -0.216
C 11.0999 3.5281 8.6277 -0.086
C 11.6364 2.9031 7.3439 -0.154
C 10.4183 2.4700 6.5556 -0.172
C 9.2267 3.3385 7.0818 -0.071
C 9.0963 2.0602 9.1826 0.044
H 9.1697 7.5405 9.8400 0.054
H 10.3355 7.5142 11.1256 0.074
H 8.8933 8.3331 11.4613 0.086
H 7.6466 5.9675 11.4155 0.113
H 8.9446 6.2196 12.5332 0.122
H 8.9091 4.0387 11.3499 0.107
H 10.4652 4.8795 10.8664 0.114
H 9.1408 5.4902 8.7606 0.114
H 7.8032 4.4762 9.3024 0.139
H 11.6750 3.0738 9.4344 0.149
H 11.4323 4.5661 8.6127 0.138
H 12.2851 2.0631 7.5922 0.126
H 12.2793 3.5674 6.7665 0.110
H 10.2390 1.4028 6.6866 0.091
H 10.5670 2.6008 5.4837 0.035
H 8.2112 2.9827 6.9075 0.125
H 9.2304 4.3997 6.8330 0.132
H 8.0250 1.9044 9.0554 0.110
H 9.2268 2.0084 10.2635 0.106
H 9.7610 1.2432 8.9017 0.102
C 11.3556 -1.5683 1.4527 -0.097
C 11.3469 -2.1272 2.8909 -0.219
C 10.2743 -1.4588 3.7806 -0.164
C 8.8797 -2.1591 3.6903 -0.041
N 7.8558 -1.5277 4.6858 -0.238
C 6.3750 -2.0538 4.4217 -0.067
C 5.4061 -1.1509 5.1733 -0.134
C 6.1775 0.1906 5.1318 -0.136
C 7.6682 0.0494 4.5824 -0.045
C 8.1803 -1.8815 6.1138 0.030
H 10.3666 -1.7585 1.0359 0.058
H 12.1530 -2.0138 0.8579 0.093
H 11.4573 -0.4836 1.4863 0.034
H 12.3690 -1.9102 3.2014 0.116
H 11.2975 -3.2144 2.8304 0.125
H 10.2335 -0.4194 3.4548 0.043
H 10.7549 -1.2726 4.7411 0.113
H 8.8156 -3.2067 3.9843 0.149
H 8.3851 -1.9512 2.7415 0.101
H 6.2544 -3.0769 4.7778 0.145
H 6.1441 -2.0461 3.3565 0.118
H 5.1336 -1.4976 6.1701 0.129
H 4.4579 -0.9641 4.6693 0.131
H 6.1459 0.6704 6.1100 0.111
H 5.5782 0.8460 4.4997 0.102
H 8.4133 0.5321 5.2148 0.098
H 7.7396 0.2041 3.5058 0.077
H 9.0944 -1.3924 6.4502 0.103
H 8.1380 -2.9493 6.3286 0.129
H 7.3121 -1.4747 6.6324 0.097
C 11.7438 8.9070 -1.7059 -0.076
C 12.8954 8.2668 -0.9563 -0.275
C 12.5797 7.8218 0.4261 -0.224
C 13.8209 7.2966 1.0415 -0.125
N 13.6643 6.6602 2.4514 -0.194
C 15.0109 5.8970 2.7992 -0.041
C 14.6439 4.4549 3.0381 -0.154
C 13.1641 4.4427 3.3225 -0.206
C 12.6125 5.4810 2.3919 -0.112
C 13.2054 7.6915 3.5000 0.048
H 12.1280 9.3334 -2.6326 0.089
H 11.4946 9.8246 -1.1730 0.090
H 10.8766 8.2761 -1.9008 0.069
H 13.7023 8.9995 -0.9612 0.132
H 13.3456 7.3936 -1.4285 0.108
H 11.7196 7.1524 0.4105 0.122
H 12.3602 8.7161 1.0093 0.126
H 14.5374 8.0753 1.3031 0.154
H 14.3200 6.5179 0.4648 0.131
H 15.3568 6.3274 3.7390 0.139
H 15.7686 6.0332 2.0276 0.139
H 15.1348 3.9330 3.8595 0.134
H 14.9423 3.7858 2.2310 0.116
H 12.8545 4.6940 4.3369 0.110
H 12.7256 3.4619 3.1385 0.062
H 11.6354 5.8311 2.7247 0.129
H 12.5676 5.0656 1.3851 0.118
H 12.3831 8.2742 3.0846 0.100
H 13.9812 8.4271 3.7121 0.120
H 12.9045 7.1733 4.4105 0.105
Br 10.0084 2.4075 2.6360 0.390
```

The calculation puts the calculated total energy at -4620.41907 Ha. As for the total charge: +5. For the frontier orbital gap (spin up / spin down), the calculation gives 0.350 / 0.146 Ha. Its expectation value of S² is 0.75. Its multiplicity is 2. Its strongest force on any atom is 3.5 eV/A. Its HOMO energy (spin up / spin down) is -0.723 / -0.723 hartree.